87
Properties=species:S:1:pos:R:3 method="wB97M-V/def2-TZVPD" total_energy_ev=-66511.2166 e_homo_ev=-5.42 orbital_gap_ev=5.49
Cs -0.003 -0.536 -0.500
O 1.420 0.631 1.008
C 2.499 0.233 0.551
C 3.665 1.055 0.198
C 4.804 1.135 1.008
C 5.984 1.657 0.512
C 6.062 2.108 -0.803
C 4.927 2.061 -1.601
C 3.719 1.560 -1.119
P 2.192 1.362 -2.122
C 1.235 2.892 -1.752
C 1.429 3.631 -0.587
C 0.705 4.799 -0.364
C -0.231 5.234 -1.290
C -0.457 4.484 -2.439
C 0.265 3.320 -2.664
C 2.782 1.758 -3.824
C 3.050 3.048 -4.288
C 3.543 3.252 -5.569
C 3.781 2.169 -6.409
C 3.519 0.884 -5.962
C 3.019 0.684 -4.679
H 4.754 0.759 2.024
H 6.858 1.708 1.152
H 6.993 2.491 -1.201
H 4.989 2.425 -2.620
H 2.164 3.303 0.137
H 0.879 5.373 0.539
H -0.791 6.144 -1.113
H -1.191 4.812 -3.166
H 0.100 2.756 -3.575
H 2.871 3.898 -3.641
H 3.746 4.259 -5.913
H 4.169 2.330 -7.407
H 3.698 0.036 -6.611
H 2.809 -0.321 -4.333
C 2.699 -4.301 -0.609
N 1.513 -3.714 -0.008
C 1.709 -3.200 1.353
P -0.044 -4.021 -0.438
O -0.895 -2.802 -0.436
N -0.625 -5.105 0.672
C -2.065 -5.349 0.707
C 0.176 -6.201 1.194
N 0.043 -4.680 -1.963
C 0.348 -6.101 -2.079
C -0.910 -4.218 -2.974
H 3.514 -3.580 -0.537
H 2.528 -4.511 -1.661
H 3.013 -5.220 -0.100
H 2.503 -2.452 1.345
H 1.959 -3.999 2.060
H 0.795 -2.713 1.693
H -2.601 -4.457 0.390
H -2.369 -5.587 1.729
H -2.355 -6.190 0.065
H 1.236 -5.963 1.133
H -0.001 -7.139 0.658
H -0.068 -6.366 2.246
H 1.077 -6.410 -1.333
H 0.778 -6.301 -3.062
H -0.546 -6.726 -1.965
H -1.067 -3.148 -2.889
H -1.881 -4.719 -2.885
H -0.504 -4.436 -3.964
C -2.597 1.422 2.320
N -3.704 2.256 2.804
C -3.374 3.658 2.512
N -3.148 3.895 1.082
C -2.055 3.017 0.645
N -2.356 1.601 0.884
C -3.591 1.267 0.166
N -4.725 2.096 0.589
C -4.905 1.907 2.035
C -4.363 3.503 0.359
H -2.830 0.373 2.514
H -1.687 1.684 2.862
H -2.473 3.931 3.063
H -4.196 4.291 2.852
H -1.145 3.276 1.186
H -1.873 3.167 -0.419
H -3.833 0.217 0.343
H -3.427 1.414 -0.903
H -5.156 0.862 2.225
H -5.735 2.530 2.372
H -5.190 4.137 0.682
H -4.202 3.655 -0.709

---

84
Properties=species:S:1:pos:R:3 method="wB97M-V/def2-TZVPD" total_energy_ev=-59203.5207 e_homo_ev=-9.57 orbital_gap_ev=8.76
O 5.792 -1.235 1.039
C 6.745 -1.301 0.310
O 7.084 -2.408 -0.368
C 7.629 -0.114 0.045
C 7.095 0.800 -1.063
C 5.699 1.289 -0.769
C 5.578 2.487 -0.034
C 6.777 3.305 0.396
C 7.377 4.164 -0.733
F 6.708 3.972 -1.933
C 4.324 2.952 0.326
C 3.180 2.239 -0.005
C 3.277 1.039 -0.711
C 4.536 0.569 -1.130
P 4.536 -0.940 -2.159
O 4.397 -2.242 -1.508
O 3.395 -0.544 -3.217
O 5.840 -0.958 -3.086
C 1.977 0.344 -0.975
O 1.851 -0.852 -1.013
C 0.786 1.223 -1.142
C -0.281 0.810 -1.938
C -1.400 1.624 -2.056
C -1.465 2.844 -1.377
C -0.412 3.250 -0.567
C 0.713 2.434 -0.454
C 1.860 2.814 0.398
O 1.762 3.563 1.341
H 6.297 -2.976 -0.401
H 8.663 -0.378 -0.162
H 7.612 0.446 0.979
H 7.168 0.335 -2.028
H 7.780 1.644 -1.100
H 7.545 2.639 0.781
H 6.460 3.938 1.220
H 8.428 3.923 -0.890
H 7.326 5.222 -0.480
H 4.225 3.876 0.878
H 3.166 -1.356 -3.693
H 5.884 -0.206 -3.691
H -0.240 -0.139 -2.452
H -2.230 1.311 -2.673
H -2.341 3.469 -1.471
H -0.464 4.185 -0.029
C -4.534 -2.699 -0.778
C -3.257 -2.101 -1.360
C -2.604 -2.970 -2.432
C -2.146 -4.350 -1.954
C -1.169 -4.322 -0.780
C 0.121 -3.571 -1.091
H -4.340 -3.645 -0.270
H -4.978 -2.020 -0.048
H -5.272 -2.881 -1.562
H -2.545 -1.904 -0.553
H -3.491 -1.127 -1.800
H -1.749 -2.430 -2.850
H -3.308 -3.104 -3.260
H -1.675 -4.865 -2.797
H -3.016 -4.955 -1.682
H -0.935 -5.352 -0.498
H -1.647 -3.871 0.094
H 0.636 -4.008 -1.949
H 0.810 -3.597 -0.246
H -0.069 -2.522 -1.311
C -8.359 2.239 3.736
C -7.227 1.452 4.390
C -5.991 1.310 3.504
C -6.226 0.559 2.192
C -6.780 -0.855 2.353
C -5.853 -1.788 3.126
H -8.730 1.742 2.838
H -9.202 2.352 4.419
H -8.023 3.238 3.452
H -7.593 0.465 4.686
H -6.933 1.954 5.315
H -5.201 0.813 4.073
H -5.607 2.307 3.269
H -5.277 0.507 1.648
H -6.904 1.136 1.557
H -6.951 -1.274 1.358
H -7.759 -0.826 2.841
H -4.877 -1.855 2.640
H -6.272 -2.794 3.174
H -5.697 -1.449 4.151

---

82
Properties=species:S:1:pos:R:3 method="wB97M-V/def2-TZVPD" total_energy_ev=-74174.8086 spin_multiplicity=5 e_homo_ev="-5.17 / -7.08" s2=6.03 orbital_gap_ev="5.53 / 5.10"
Ir 12.025 12.622 9.715
C 13.469 10.470 7.839
N 13.141 10.708 9.349
C 14.513 10.622 9.997
C 15.489 11.808 9.724
N 15.612 12.682 10.869
C 16.272 12.114 12.072
C 15.473 14.063 10.640
C 16.361 14.953 11.260
C 16.254 16.351 11.158
C 15.091 16.894 10.490
C 14.251 16.040 9.744
C 14.478 14.634 9.729
S 13.466 13.866 8.438
C 12.163 9.732 9.829
C 12.363 8.708 10.773
C 11.503 7.598 10.756
C 10.496 7.502 9.823
C 10.142 8.606 9.062
C 10.890 9.788 9.169
S 10.441 11.372 8.450
H 13.764 9.425 7.746
H 14.228 11.231 7.570
H 12.528 10.570 7.230
H 14.979 9.734 9.548
H 14.343 10.459 11.106
H 15.062 12.429 8.890
H 16.516 11.447 9.555
H 17.234 11.747 11.863
H 15.730 11.244 12.351
H 16.339 12.913 12.887
H 17.240 14.488 11.784
H 16.943 17.094 11.549
H 14.797 17.913 10.617
H 13.567 16.447 8.994
H 13.190 8.704 11.516
H 11.641 6.757 11.457
H 9.826 6.611 9.799
H 9.237 8.730 8.437
Te 11.583 12.340 12.449
C 12.373 13.231 14.414
C 13.485 12.768 15.113
C 13.817 13.257 16.374
C 12.894 14.152 17.018
C 11.761 14.582 16.374
C 11.475 14.062 15.071
H 14.262 12.226 14.550
H 14.700 12.989 16.858
H 13.163 14.631 18.019
H 11.129 15.418 16.685
H 10.560 14.283 14.552
C 7.150 15.134 9.713
C 8.061 13.930 9.947
C 7.811 13.286 11.313
Sb 10.288 14.561 9.833
C 10.336 15.812 8.021
C 9.554 17.109 7.929
C 10.124 14.926 6.772
C 10.743 16.134 11.501
C 11.307 17.470 10.997
C 9.475 16.249 12.401
H 6.112 14.880 9.876
H 7.265 15.478 8.685
H 7.336 16.057 10.289
H 8.098 13.284 9.050
H 7.558 14.114 12.046
H 8.696 12.793 11.684
H 7.029 12.516 11.280
H 11.408 16.152 7.933
H 8.471 17.062 8.119
H 9.708 17.606 6.985
H 9.814 17.883 8.708
H 9.097 14.542 6.625
H 10.743 14.011 6.812
H 10.419 15.501 5.885
H 11.490 15.535 11.894
H 10.657 18.374 11.135
H 11.594 17.437 9.952
H 12.269 17.696 11.533
H 8.573 16.204 11.762
H 9.480 17.212 12.880
H 9.440 15.357 13.078

---

84
Properties=species:S:1:pos:R:3 method="wB97M-V/def2-TZVPD" total_energy_ev=-57848.3235 e_homo_ev=-7.96 orbital_gap_ev=8.58
C 0.209 6.164 -0.097
C -0.783 5.036 -0.358
C -0.287 3.644 0.090
N 0.452 2.860 -0.879
C 1.764 3.381 -1.209
C 2.729 2.291 -1.681
C 4.169 2.790 -1.665
C -0.327 2.408 -2.015
C -0.278 0.874 -2.162
N -0.669 0.207 -0.946
C 0.228 -0.285 -0.072
O 1.423 -0.430 -0.243
C -0.516 -0.677 1.185
C -0.305 -2.106 1.699
C 0.458 -2.129 3.015
O 0.015 -2.558 4.055
N 1.686 -1.584 2.817
C 2.714 -1.340 3.733
C 2.672 -1.762 5.055
C 3.743 -1.475 5.887
C 4.839 -0.778 5.422
C 4.877 -0.353 4.095
S 6.316 0.539 3.588
C 5.964 0.998 1.866
C 3.818 -0.636 3.252
C -1.777 -2.615 1.653
C -2.621 -1.791 2.600
C -2.804 -0.619 2.002
C -2.002 -0.718 0.726
O -2.165 -2.096 0.383
C -2.042 0.248 -0.450
C -3.060 -0.104 -1.550
O -3.943 0.671 -1.855
N -2.823 -1.278 -2.146
C -3.724 -1.850 -3.127
C -2.940 -2.740 -4.092
C -2.427 -4.006 -3.408
C -3.576 -4.775 -2.762
C -4.313 -3.892 -1.760
C -4.850 -2.642 -2.450
H 0.480 6.194 0.956
H 1.116 6.041 -0.682
H -0.238 7.120 -0.361
H -1.029 5.003 -1.422
H -1.706 5.258 0.182
H 0.346 3.756 0.975
H -1.153 3.046 0.388
H 2.173 3.825 -0.298
H 1.713 4.170 -1.980
H 2.628 1.425 -1.026
H 2.474 1.982 -2.696
H 4.281 3.659 -2.310
H 4.468 3.073 -0.658
H 4.844 2.013 -2.016
H 0.035 2.848 -2.954
H -1.374 2.700 -1.894
H 0.739 0.543 -2.373
H -0.942 0.568 -2.976
H -0.342 0.078 1.956
H 0.263 -2.687 0.963
H 1.884 -1.254 1.875
H 1.815 -2.302 5.419
H 3.717 -1.803 6.915
H 5.672 -0.554 6.070
H 5.060 1.598 1.819
H 6.816 1.588 1.542
H 5.878 0.108 1.250
H 3.819 -0.325 2.219
H -1.895 -3.693 1.698
H -2.943 -2.132 3.562
H -3.312 0.262 2.340
H -2.299 1.253 -0.088
H -2.178 -1.913 -1.698
H -4.162 -1.002 -3.666
H -3.601 -3.020 -4.914
H -2.104 -2.176 -4.511
H -1.689 -3.750 -2.645
H -1.926 -4.636 -4.146
H -4.273 -5.101 -3.538
H -3.191 -5.666 -2.263
H -3.638 -3.603 -0.952
H -5.142 -4.447 -1.317
H -5.579 -2.927 -3.211
H -5.349 -1.995 -1.728

---

88
Properties=species:S:1:pos:R:3 method="wB97M-V/def2-TZVPD" total_charge=+1 total_energy_ev=-69848.2153 e_homo_ev=-9.89 orbital_gap_ev=4.83
C 2.133 -2.492 1.744
C 0.837 -2.544 1.454
N -0.541 -2.165 0.945
N -1.473 -2.656 1.910
C -0.867 -3.255 2.921
S -0.425 -4.340 4.095
C -0.919 -2.915 -0.316
C -0.715 -4.536 -0.222
C -2.160 -5.312 -0.355
C -3.026 -5.150 -1.530
C -0.443 -2.258 -1.701
C 0.945 -2.742 -2.330
C 1.175 -2.319 -3.866
C 2.533 -2.688 -4.627
C 3.723 -3.477 -3.931
C 3.481 -3.925 -2.423
C 2.117 -3.543 -1.679
O -0.502 -0.810 -1.785
C -0.049 -0.098 -0.613
N -0.446 1.358 -0.892
C -0.679 1.450 -2.204
O -0.855 1.638 -3.431
P 1.892 0.043 -0.544
O 2.347 1.618 0.038
O 2.483 0.055 -2.186
C -0.692 -0.634 0.807
C -0.048 0.085 2.095
C -0.421 1.622 2.363
C 0.755 2.195 3.368
C 0.653 3.799 3.597
C 2.063 4.440 4.073
C 2.336 5.823 3.242
C 3.598 5.693 2.224
C 4.965 5.759 3.082
C 6.297 5.900 2.136
B -2.307 -0.201 0.801
C -3.253 -0.047 2.132
O -3.062 -0.008 -0.454
H 3.285 -2.643 1.704
H -2.090 -2.855 -0.361
H -0.285 -4.913 0.770
H -0.094 -4.977 -1.081
H -2.535 -6.055 0.452
H -3.137 -5.922 -2.375
H -3.673 -4.177 -1.626
H -1.247 -2.618 -2.477
H 0.379 -1.709 -4.452
H 2.700 -2.355 -5.718
H 4.726 -3.735 -4.429
H 4.278 -4.519 -1.827
H 2.003 -3.904 -0.599
H 1.895 1.828 0.892
H 3.470 0.022 -2.189
H 1.111 0.049 2.163
H -0.417 -0.516 3.028
H -0.405 2.330 1.465
H -1.401 1.813 2.938
H 1.814 1.906 3.022
H 0.608 1.684 4.409
H 0.183 4.323 2.687
H -0.088 3.946 4.489
H 2.071 4.717 5.202
H 2.917 3.692 3.848
H 1.361 6.161 2.708
H 2.579 6.664 4.017
H 3.500 4.651 1.716
H 3.510 6.488 1.396
H 4.925 6.701 3.752
H 5.056 4.783 3.708
H 6.946 4.965 2.377
H 6.870 6.891 2.332
H 6.015 5.848 1.012
H -3.389 1.044 2.485
H -2.798 -0.659 3.017
H -4.269 -0.535 1.904
H -3.480 0.890 -0.317
C -6.305 -0.993 -5.049
C -5.593 -0.280 -3.904
C -4.330 -1.010 -3.441
C -4.688 -2.389 -2.948
N -4.973 -3.486 -2.556
H -6.654 -1.985 -4.751
H -7.182 -0.422 -5.365
H -5.642 -1.105 -5.913
H -6.289 -0.174 -3.065
H -5.322 0.730 -4.227
H -3.850 -0.455 -2.630
H -3.613 -1.098 -4.263